# 1
The following is a quantum chemistry calculation of a molecular structure, C31H24N15O9W, from the OMol25 dataset.

* total charge: +1
* LUMO: -5.9 eV

Geometry (Å):
1 W -0.267 -0.816 0.631
2 C 3.670 -1.505 1.772
3 C 3.402 -2.170 0.449
4 C 4.202 -3.231 0.043
5 C 4.061 -3.787 -1.216
6 C 3.126 -3.277 -2.100
7 C 2.291 -2.231 -1.730
8 C 1.277 -1.702 -2.702
9 C 2.430 -1.714 -0.443
10 N 1.593 -0.592 -0.027
11 C 2.284 0.636 -0.069
12 O 3.369 0.802 -0.543
13 C 1.487 1.697 0.590
14 C 1.890 2.998 0.794
15 C 1.000 3.867 1.413
16 C -0.261 3.417 1.781
17 C -0.577 2.099 1.534
18 N 0.288 1.265 0.967
19 C -1.897 1.464 1.780
20 O -2.822 2.015 2.300
21 N -1.921 0.175 1.224
22 C -3.257 -0.366 1.054
23 C -4.108 0.267 0.132
24 C -3.765 1.557 -0.565
25 C -5.361 -0.292 -0.086
26 C -5.770 -1.422 0.605
27 C -4.939 -1.988 1.554
28 C -3.674 -1.464 1.807
29 C -2.821 -2.066 2.888
30 H 4.002 -2.234 2.510
31 H 2.804 -0.982 2.176
32 H 4.467 -0.767 1.659
33 H 4.952 -3.613 0.724
34 H 4.692 -4.613 -1.515
35 H 3.032 -3.698 -3.092
36 H 1.472 -2.096 -3.697
37 H 1.304 -0.612 -2.762
38 H 0.272 -2.025 -2.419
39 H 2.876 3.299 0.468
40 H 1.284 4.895 1.596
41 H -1.000 4.053 2.247
42 H -2.693 1.722 -0.675
43 H -4.152 2.399 0.011
44 H -4.225 1.597 -1.552
45 H -6.031 0.185 -0.792
46 H -6.751 -1.843 0.424
47 H -5.271 -2.848 2.122
48 H -3.437 -2.669 3.552
49 H -2.340 -1.293 3.488
50 H -2.059 -2.730 2.474
51 N 0.931 -3.029 3.256
52 C 0.579 -1.764 3.577
53 N 0.593 -1.280 4.793
54 N 0.147 -0.017 4.659
55 N -0.127 0.265 3.456
56 N 0.155 -0.846 2.675
57 C 0.777 -3.498 1.995
58 N 1.126 -4.684 1.588
59 N 0.763 -4.709 0.280
60 N 0.216 -3.642 -0.093
61 N 0.184 -2.770 1.014
62 H 1.290 -3.639 3.975
63 O -4.969 -0.543 -5.446
64 N -5.079 -1.481 -4.689
65 O -5.897 -2.368 -4.754
66 C -4.089 -1.567 -3.591
67 C -4.174 -2.615 -2.694
68 C -3.269 -2.694 -1.659
69 C -2.275 -1.716 -1.499
70 O -1.398 -1.770 -0.520
71 C -2.229 -0.684 -2.446
72 C -3.125 -0.595 -3.499
73 N -1.234 0.364 -2.341
74 O -0.512 0.465 -1.322
75 O -1.128 1.150 -3.232
76 N -3.430 -3.831 -0.718
77 O -2.650 -3.930 0.200
78 O -4.328 -4.601 -0.968
79 H -4.945 -3.367 -2.794
80 H -3.080 0.211 -4.216

=====

# 2
The following is a quantum chemistry calculation of a molecular structure, C31H24N2O2PtSe at a distorted geometry, from the OMol25 dataset.

* total charge: -2
* LUMO (alpha / beta): 4.6 / 4.6 eV

Geometry (Å):
1 Pt -2.309 -1.398 -2.032
2 O 1.049 -0.108 -1.768
3 C 0.588 1.034 -2.422
4 C 1.334 1.504 -3.479
5 C 1.019 2.726 -4.058
6 C 0.001 3.504 -3.529
7 C -0.749 3.014 -2.473
8 C -0.523 1.742 -1.960
9 C -1.381 1.251 -0.887
10 N -1.762 0.046 -0.725
11 C -2.336 -0.345 0.568
12 C -1.863 -1.764 0.876
13 N -2.083 -2.593 -0.303
14 C -1.587 -3.766 -0.380
15 C -1.705 -4.641 -1.528
16 C -1.192 -5.937 -1.375
17 C -1.283 -6.897 -2.357
18 C -1.917 -6.546 -3.558
19 C -2.418 -5.286 -3.756
20 C -2.328 -4.258 -2.768
21 O -2.838 -3.118 -3.058
22 H 2.166 0.906 -3.827
23 H 1.600 3.085 -4.899
24 H -0.214 4.481 -3.941
25 H -1.572 3.595 -2.073
26 H -1.669 1.989 -0.134
27 H -3.425 -0.329 0.484
28 H -2.008 0.331 1.363
29 H -2.417 -2.153 1.736
30 H -0.801 -1.743 1.127
31 H -1.028 -4.166 0.475
32 H -0.711 -6.181 -0.432
33 H -0.875 -7.889 -2.208
34 H -2.005 -7.281 -4.352
35 H -2.894 -5.009 -4.688
36 Se -2.601 0.028 -3.916
37 C 1.379 0.147 -0.499
38 C 1.486 0.748 0.556
39 C 1.645 1.485 1.752
40 C 2.604 2.560 1.772
41 C 3.061 3.179 2.963
42 C 3.996 4.199 2.951
43 C 4.547 4.663 1.761
44 C 4.136 4.053 0.578
45 C 3.201 3.037 0.577
46 C 0.780 1.159 2.871
47 C 0.341 -0.167 3.069
48 C -0.538 -0.512 4.080
49 C -1.024 0.448 4.963
50 C -0.603 1.764 4.794
51 C 0.272 2.114 3.780
52 H 2.693 2.823 3.917
53 H 4.311 4.633 3.896
54 H 5.274 5.467 1.755
55 H 4.551 4.383 -0.370
56 H 2.894 2.590 -0.361
57 H 0.726 -0.926 2.398
58 H -0.844 -1.548 4.188
59 H -1.713 0.179 5.754
60 H -0.982 2.538 5.455
61 H 0.543 3.154 3.652

=====

# 3
The following is a quantum chemistry calculation of a molecular structure, C31H24N2O5P2Ti at a distorted geometry, from the OMol25 dataset.

* LUMO: -1.4 eV

Geometry (Å):
1 Ti -0.177 0.386 -0.586
2 O -4.896 4.084 -0.218
3 C -3.873 3.201 -0.290
4 C -3.485 2.427 0.806
5 C -2.409 1.571 0.670
6 N -1.743 1.474 -0.496
7 C -2.131 2.186 -1.571
8 C -3.184 3.069 -1.510
9 C -1.213 1.840 -2.722
10 O -1.263 2.360 -3.816
11 O -0.365 0.922 -2.357
12 C -1.759 0.664 1.677
13 O -2.183 0.494 2.804
14 O -0.694 0.115 1.163
15 H -5.301 4.052 0.658
16 H -4.006 2.494 1.749
17 H -3.492 3.641 -2.370
18 N 1.544 -0.566 -0.567
19 P -1.627 -1.602 -1.129
20 C -1.639 -2.499 0.452
21 C -0.546 -3.257 0.882
22 C -0.561 -3.863 2.123
23 C -1.658 -3.714 2.960
24 C -2.747 -2.965 2.546
25 C -2.738 -2.362 1.305
26 C -0.637 -2.699 -2.175
27 C -0.813 -4.087 -2.140
28 C -0.109 -4.902 -3.004
29 C 0.775 -4.345 -3.918
30 C 0.952 -2.970 -3.967
31 C 0.243 -2.145 -3.114
32 P 2.809 0.494 -0.535
33 C 3.427 0.594 1.215
34 C 3.981 1.780 1.692
35 C 4.534 1.837 2.959
36 C 4.567 0.697 3.749
37 C 4.050 -0.494 3.263
38 C 3.488 -0.550 1.999
39 C 1.742 2.011 -0.493
40 C 1.035 2.409 0.651
41 C 0.199 3.520 0.596
42 C 0.078 4.247 -0.580
43 C 0.800 3.875 -1.706
44 C 1.619 2.759 -1.666
45 H 1.825 -1.515 -0.814
46 H 0.320 -3.356 0.239
47 H 0.287 -4.452 2.443
48 H -1.662 -4.174 3.936
49 H -3.606 -2.843 3.190
50 H -3.590 -1.775 0.989
51 H -1.516 -4.524 -1.444
52 H -0.260 -5.972 -2.978
53 H 1.329 -4.980 -4.592
54 H 1.632 -2.529 -4.682
55 H 0.361 -1.066 -3.164
56 H 3.969 2.661 1.062
57 H 4.960 2.766 3.314
58 H 5.003 0.723 4.738
59 H 4.112 -1.385 3.870
60 H 3.088 -1.485 1.624
61 H 1.194 1.883 1.591
62 H -0.340 3.832 1.480
63 H -0.577 5.105 -0.624
64 H 0.716 4.452 -2.614
65 H 2.165 2.453 -2.552